DFT (ωB97M-V/def2-TZVPD) results for a cluster of 14 separate species, C52H54N14O12 in total.

Last column: Löwdin charge in e.
CARTESIAN COORDINATES (ANGSTROEM)
C 14.5691 22.8233 -14.0106  -0.066
C 15.1683 21.5924 -14.5141  -0.312
N 15.5999 20.6659 -14.9672  0.130
H 14.6033 23.5398 -14.8313  0.083
H 15.0340 23.1210 -13.0707  0.085
H 13.5157 22.5759 -13.8790  0.081
C -2.4647 23.7356 -25.2901  -0.072
C -1.3802 23.3674 -26.1988  -0.292
N -0.4676 23.1252 -26.8711  0.115
H -2.2376 24.6537 -24.7482  0.084
H -2.5822 22.8913 -24.6108  0.084
H -3.3438 23.8570 -25.9229  0.081
C 10.7942 10.5752 -25.0531  -0.075
C 10.0191 11.6965 -24.4710  -0.275
N 9.3911 12.5573 -24.0222  0.116
H 10.2794 9.6886 -25.4232  0.081
H 11.4337 10.3607 -24.1969  0.076
H 11.4653 10.8319 -25.8728  0.077
C 6.0518 25.7543 -28.3877  -0.075
C 6.9466 26.5012 -27.5288  -0.306
N 7.6190 27.1070 -26.8597  0.131
H 6.4323 25.8741 -29.4021  0.083
H 5.0521 26.1788 -28.2944  0.083
H 5.9200 24.6965 -28.1603  0.083
C 0.6759 24.4470 -16.3566  -0.070
C -0.2756 23.7794 -17.2629  -0.290
N -1.0366 23.3164 -17.9758  0.120
H 1.6422 24.6657 -16.8110  0.082
H 0.8433 23.8525 -15.4584  0.078
H 0.1051 25.3166 -16.0312  0.080
C 9.3171 29.0974 -19.9946  -0.075
C 7.8704 28.8452 -19.8292  -0.275
N 6.7480 28.6269 -19.6964  0.115
H 9.5443 29.7274 -20.8547  0.080
H 9.8634 28.1840 -20.2296  0.077
H 9.7313 29.4887 -19.0654  0.079
C 3.6330 9.5195 -21.3649  -0.065
C 3.3835 10.3460 -22.5636  -0.296
N 3.2269 10.9847 -23.4910  0.121
H 3.1609 8.5604 -21.5781  0.079
H 2.9836 9.9666 -20.6124  0.078
H 4.6843 9.5095 -21.0770  0.084
C 12.4746 14.9360 -17.1471  -0.067
C 12.8535 14.7228 -15.7138  -0.276
N 13.1803 14.5997 -14.6274  0.118
H 11.3907 14.8244 -17.1747  0.073
H 12.9539 14.1960 -17.7880  0.075
H 12.6971 15.9498 -17.4802  0.078
C 4.8080 20.2011 -22.3164  -0.093
C 5.2358 19.0188 -21.7747  -0.086
C 5.6819 18.9430 -20.4603  0.008
C 5.9520 20.1204 -19.6917  -0.131
C 5.4965 21.3245 -20.2642  0.018
C 4.8824 21.3550 -21.5662  -0.048
N 6.7216 20.0646 -18.4607  -0.342
O 7.0444 19.0370 -17.8703  0.072
O 7.1040 21.1424 -18.0043  0.055
H 4.7705 20.2255 -23.3955  0.112
H 5.2695 18.1020 -22.3447  0.111
H 6.0360 17.9736 -20.1419  0.112
H 5.7182 22.2337 -19.7251  0.109
H 4.6589 22.3063 -22.0261  0.104
C 6.2482 20.7246 -9.4206  -0.086
C 6.7331 21.7626 -8.6336  -0.083
C 8.0571 21.7936 -8.2566  0.003
C 8.8962 20.7081 -8.6998  -0.092
C 8.4032 19.6421 -9.4670  0.001
C 7.0466 19.6806 -9.8406  -0.067
N 10.4049 20.9118 -8.6246  -0.344
O 11.1882 20.0505 -8.9818  0.065
O 10.8400 21.9991 -8.2585  0.054
H 5.2359 20.7660 -9.7948  0.105
H 6.0142 22.5230 -8.3665  0.107
H 8.3778 22.6411 -7.6689  0.114
H 9.0826 18.8777 -9.8142  0.116
H 6.6717 18.8394 -10.4047  0.106
C -0.8471 30.8134 -25.9077  -0.075
C -1.8245 31.7074 -26.2075  -0.093
C -1.9452 32.8003 -25.4261  -0.020
C -1.1643 33.0305 -24.2865  -0.116
C -0.1285 32.1031 -24.0512  -0.018
C 0.0857 31.0513 -24.8900  -0.063
N -1.4181 34.1775 -23.3832  -0.311
O -2.2428 35.0017 -23.8417  0.056
O -0.7732 34.2060 -22.3263  0.074
H -0.7885 29.9609 -26.5681  0.107
H -2.4426 31.4778 -27.0628  0.116
H -2.8401 33.3979 -25.5180  0.119
H 0.4600 32.1773 -23.1487  0.117
H 0.8729 30.3791 -24.5821  0.110
C 4.8139 15.9075 -31.5273  -0.069
C 6.1778 16.1721 -31.4617  -0.073
C 7.0203 15.8703 -32.5528  0.017
C 6.4314 15.2927 -33.7534  -0.098
C 5.0326 15.1760 -33.8287  -0.020
C 4.2296 15.4446 -32.7229  -0.065
N 7.2124 15.0493 -35.0164  -0.343
O 6.7109 14.6723 -36.0660  0.067
O 8.4121 15.3096 -34.9770  0.054
H 4.1060 16.1584 -30.7513  0.103
H 6.6858 16.5770 -30.5990  0.103
H 8.0694 16.1235 -32.5929  0.106
H 4.6138 14.7643 -34.7350  0.112
H 3.1687 15.2862 -32.8488  0.105
C 7.3587 27.7762 -11.6055  -0.061
C 8.7162 27.6805 -11.8761  -0.076
C 9.6282 27.9582 -10.8828  -0.009
C 9.2144 28.2287 -9.5738  -0.121
C 7.8207 28.2870 -9.3476  -0.024
C 6.8805 28.2152 -10.3395  -0.062
N 10.1576 28.3382 -8.4461  -0.320
O 9.7680 28.4580 -7.3004  0.086
O 11.3800 28.1653 -8.7337  0.037
H 6.6513 27.6221 -12.4069  0.101
H 9.0295 27.2353 -12.8088  0.110
H 10.6919 27.9138 -11.0647  0.116
H 7.3859 28.6038 -8.4111  0.115
H 5.8619 28.5243 -10.1568  0.108
C 12.2483 21.9843 -24.6076  -0.071
C 13.1582 22.6796 -25.4020  -0.063
C 14.1174 23.4418 -24.7779  -0.025
C 14.1430 23.5978 -23.4054  -0.122
C 13.1543 22.9638 -22.6432  -0.006
C 12.1912 22.1660 -23.2301  -0.065
N 15.1328 24.5267 -22.7647  -0.339
O 15.2000 24.5492 -21.5160  0.038
O 15.9032 25.1714 -23.4025  0.098
H 11.4238 21.3924 -24.9768  0.104
H 13.2505 22.5246 -26.4668  0.109
H 14.8217 23.9666 -25.4063  0.119
H 13.1517 23.3222 -21.6244  0.114
H 11.4089 21.6461 -22.6970  0.109

Atoms 1-3, force components in eV/Å:
C -0.416 -0.729 -0.442
C -1.280 3.257 1.474
N 1.593 -3.408 -1.556

Computed properties:
F_max in hartree/bohr: 0.079
ΔE to the lowest compared entry with this formula, charge and spin in kcal/mol: 118.9
E_LUMO in eV: -0.96
Calculated total energy in eV: -100207.7019
Kohn-Sham gap in eV: 9.209
HOMO in eV: -10.17